No. 1
# C21H17F3NO8S2

2 unconnected molecules or ions with the total composition C21H17F3NO8S2 (the ωB97M-V functional and the def2-TZVPD basis, the OMol25 dataset).

Calculated values
Charge = -1
Energy = -2563.096940 Eh
M = 532.49 u
HOMO-LUMO gap = 7.674 eV
Strongest force on any atom = 3.15 eV/Å

Last column: Löwdin charge in e.
Cartesian coordinates (Å):
S -0.662 -2.235 -1.105  1.2132
S 0.396 1.583 2.201  0.5929
F 1.359 -1.910 0.493  0.0957
F 0.891 -3.999 0.023  0.0888
F 1.875 -2.749 -1.514  0.0868
O -0.088 2.917 1.899  -0.3421
O -2.723 -1.735 -2.760  0.0347
O 2.541 3.673 -0.504  -0.0889
O -2.628 0.486 -2.377  0.1384
O -1.082 -1.654 3.091  0.0182
O 1.120 -1.400 -3.902  0.1401
O 1.680 1.170 1.651  -0.3072
O -0.896 -2.299 -4.169  0.0923
N -0.812 0.556 2.216  -0.1058
C 1.146 1.883 6.217  -0.0939
C 1.214 2.199 4.844  -0.0511
C 0.199 0.493 -1.906  -0.1480
C -0.129 -0.164 5.709  -0.0178
C -0.008 -1.517 -3.487  -0.4339
C -3.037 -3.231 -4.556  0.0004
C -0.544 -0.823 -2.241  -0.3597
C 0.465 0.723 6.630  -0.1017
C 1.596 0.454 -1.904  -0.0416
C -2.043 -0.579 -2.508  -0.3997
C 2.371 1.561 -1.585  0.0159
C -0.705 -0.480 3.158  -0.4933
C 0.965 -2.745 -0.502  -0.7643
C 1.941 4.693 0.330  -0.0603
C -0.075 0.180 4.357  -0.1451
C 0.565 1.347 3.963  -0.2304
C -1.783 -4.076 -2.705  -0.0837
C 1.739 2.743 -1.082  -0.2796
C -0.384 1.708 -1.545  -0.0181
C 0.339 2.836 -1.179  -0.0166
C -2.031 -2.797 -3.487  -0.5530
H 1.317 4.258 1.129  0.0630
H 0.410 0.493 7.694  0.0879
H 2.800 5.204 0.775  0.0857
H -0.843 -4.282 -2.115  0.0620
H -1.449 1.809 -1.510  0.0983
H -1.900 -4.899 -3.444  0.0907
H -0.658 -1.080 6.007  0.1156
H -3.954 -3.589 -4.082  0.1007
H 3.458 1.569 -1.739  0.1183
H -3.322 -2.445 -5.256  0.0966
H 2.070 -0.495 -2.141  0.0983
H 1.744 3.068 4.459  0.1108
H -2.658 -4.133 -2.047  0.1046
H -2.592 -4.043 -5.133  0.0897
H 1.349 5.406 -0.266  0.0861
H 1.622 2.554 6.945  0.0938
H -0.168 3.795 -1.040  0.1162

No. 2
# CH5N2O3S

2 unconnected molecules or ions with the total composition CH5N2O3S (the ωB97M-V functional and the def2-TZVPD basis, the OMol25 dataset).

Calculated values
Charge = -1
Relative energy (zero: lowest compared OMol25 entry of this formula, charge and spin) = 49.18 kcal per mole
Energy = -774.492212 Eh
M = 125.13 u
HOMO-LUMO gap = 8.803 eV
Strongest force on any atom = 3.20 eV/Å

Last column: Löwdin charge in e.
Cartesian coordinates (Å):
S -1.159 -1.108 -0.098  0.4112
O -1.020 -2.577 -0.274  -0.3988
O -1.809 -0.542 1.124  -0.4267
O -1.556 -0.349 -1.259  -0.3656
N 0.570 -1.200 0.317  -0.1947
N 0.730 -1.535 1.489  -0.0404
C 0.941 1.761 -0.706  -0.1046
H 1.610 2.726 -0.972  0.0525
H -0.077 -1.407 2.155  0.0536
H 0.781 1.154 -1.588  -0.0176
H 1.054 0.913 0.024  -0.0218
H -0.066 2.164 -0.211  0.0529

No. 3
# C27H33BrIN6O4PV

A molecular structure, C27H33BrIN6O4PV (the ωB97M-V functional and the def2-TZVPD basis, the OMol25 dataset).

Calculated values
Charge = +3
Relative energy (zero: lowest compared OMol25 entry of this formula, charge and spin) = 45.79 kcal per mole
2S+1 = 3
Energy = -5834.391777 Eh
M = 794.33 u
HOMO-LUMO gap (spin up / spin down) = 5.415 / 6.277 eV
Strongest force on any atom = 3.71 eV/Å

Last column: Löwdin charge in e.
Cartesian coordinates (Å):
I -1.611 0.998 -1.694  1.2989
Br -1.581 -0.762 -4.623  0.7948
V 0.348 -0.055 -0.080  0.7305
P -0.975 -1.972 0.020  0.6173
O -0.794 -3.332 0.821  -0.2277
O 2.049 -0.739 -0.041  -0.0590
O -1.354 -2.541 -1.402  -0.2766
O -2.321 -1.263 0.489  -0.3490
N 0.919 1.843 -0.439  -0.1986
N 1.150 -0.257 1.891  0.1127
N 2.534 6.901 -7.534  0.2192
N 0.095 0.081 3.911  0.2438
N 3.495 -0.357 1.707  -0.0008
N 1.380 3.428 -1.890  0.0158
C 1.429 2.115 -1.642  -0.1714
C -0.781 -4.850 -2.041  -0.0425
C -0.442 -3.379 -2.169  -0.2480
C -4.386 -0.269 -4.857  -0.0835
C 1.720 4.096 -3.092  -0.1915
C 3.606 -0.033 3.026  0.0479
C -0.332 -3.657 2.142  -0.2289
C 0.531 3.039 0.097  -0.1153
C 2.442 5.286 -3.037  0.0139
C -5.710 0.897 -3.216  -0.0375
C 2.192 5.508 -5.414  -0.1949
C -4.597 1.031 -2.398  -0.1327
C -3.618 -1.933 0.522  -0.2177
C 2.679 5.993 -4.200  0.0213
C 1.504 4.296 -5.470  0.0157
C -4.267 -1.705 1.869  -0.0414
C 1.271 3.585 -4.309  0.0103
C -3.266 -0.126 -4.051  -0.7048
C -1.463 -4.235 2.976  -0.0381
C 1.213 0.001 3.211  -0.3039
C 2.507 0.143 3.803  0.0710
C 4.660 -0.530 0.859  0.0488
C -3.383 0.525 -2.827  -0.5844
C 2.387 6.269 -6.595  -0.1625
C 0.818 4.030 -0.795  0.0211
C 2.255 -0.462 1.173  -0.4758
C -5.601 0.253 -4.440  -0.0239
H -4.661 1.546 -1.452  0.1067
H -1.767 -5.046 -2.455  0.0948
H -3.797 -2.302 2.643  0.0584
H 2.597 0.403 4.847  0.1416
H 0.647 5.087 -0.754  0.1512
H -1.046 -4.783 3.817  0.0967
H -3.485 -2.993 0.302  0.1269
H -0.563 -3.059 -3.207  0.0737
H 4.607 0.057 3.424  0.1658
H -6.462 0.169 -5.084  0.1293
H 0.105 -2.771 2.615  0.0952
H 0.713 2.660 -4.341  0.1120
H -0.752 -5.178 -1.005  0.0737
H -4.290 -0.760 -5.815  0.1215
H -2.128 -3.458 3.343  0.0602
H 0.447 -4.410 1.998  0.1325
H 1.141 3.927 -6.414  0.1349
H -4.202 -0.656 2.145  0.0853
H -4.216 -1.481 -0.271  0.1224
H 5.469 -0.999 1.419  0.1220
H -5.312 -1.989 1.801  0.0995
H 0.588 -3.178 -1.848  0.1164
H -2.049 -4.926 2.375  0.0972
H 4.389 -1.156 0.007  0.1118
H 0.066 3.100 1.068  0.1283
H 3.228 6.920 -4.173  0.1389
H 0.115 0.228 4.912  0.1540
H -0.804 -0.025 3.455  0.1398
H 1.839 1.378 -2.316  0.1622
H -0.052 -5.423 -2.610  0.0970
H -6.652 1.321 -2.902  0.1263
H 4.994 0.444 0.496  0.1232
H 2.827 5.651 -2.096  0.1277

No. 4
# C3H2FHgO2

A molecular structure, C3H2FHgO2 (the ωB97M-V functional and the def2-TZVPD basis, the OMol25 dataset).

Calculated values
Charge = +1
Relative energy (zero: lowest compared OMol25 entry of this formula, charge and spin) = 56.20 kcal per mole
Energy = -518.702484 Eh
M = 289.64 u
HOMO-LUMO gap (spin up / spin down) = 5.720 / 6.529 eV
Strongest force on any atom = 7.29 eV/Å

Last column: Löwdin charge in e.
Cartesian coordinates (Å):
Hg 1.513 0.309 -0.123  1.3485
F -2.383 1.195 0.204  -0.0370
O -0.222 0.599 -0.196  -0.3701
O 4.870 0.636 -0.015  0.2353
C -1.433 0.178 -0.335  -0.4782
C 3.756 0.557 -0.028  -0.0138
C -2.094 -0.779 0.332  0.0882
H -2.455 -1.166 -0.743  0.1570
H -1.552 -1.529 0.903  0.0700

No. 5
# CH12NO4

5 unconnected molecules or ions with the total composition CH12NO4 (the ωB97M-V functional and the def2-TZVPD basis, the OMol25 dataset).

Calculated values
Charge = +2
Relative energy (zero: lowest compared OMol25 entry of this formula, charge and spin) = 14.15 kcal per mole
2S+1 = 2
Energy = -400.207508 Eh
M = 102.11 u
HOMO-LUMO gap (spin up / spin down) = 10.569 / 1.449 eV
Strongest force on any atom = 2.01 eV/Å

Last column: Löwdin charge in e.
Cartesian coordinates (Å):
O -2.194 -4.346 1.343  0.1341
O 4.316 2.974 -0.143  0.3315
O -2.690 1.783 -1.004  -0.0481
O 2.077 0.455 -0.625  -0.0375
N -0.561 -0.077 -0.083  0.1842
C -1.250 -1.127 0.134  0.1577
H -3.615 1.895 -1.261  0.0724
H 4.871 3.171 0.642  0.1599
H -2.352 2.679 -0.898  0.0612
H 2.661 -0.127 -1.132  0.0881
H -2.322 -1.083 -0.044  0.1264
H 0.468 -0.103 -0.267  0.0967
H -1.053 0.700 -0.547  0.1054
H -1.577 -4.969 1.787  0.1159
H -2.905 -4.250 2.004  0.1080
H 4.399 3.646 -0.857  0.1651
H -0.810 -1.901 0.754  0.1108
H 2.539 0.680 0.196  0.0682

No. 6
# C4H9N2O2

A gas-phase ion, C4H9N2O2 (charge -1) (the ωB97M-V functional and the def2-TZVPD basis, the OMol25 dataset).

Calculated values
SMILES string = NCCCNC(=O)[O-]
Charge = -1
Relative energy (zero: lowest compared OMol25 entry of this formula, charge and spin) = 9.43 kcal per mole
Energy = -417.867610 Eh
M = 117.13 u
HOMO-LUMO gap = 8.014 eV
Strongest force on any atom = 1.45 eV/Å

Last column: Löwdin charge in e.
Cartesian coordinates (Å):
O 0.663 -2.780 0.715  -0.0694
O 2.689 -2.037 1.407  -0.0942
N 1.477 -0.761 -0.044  0.0061
N -1.352 2.430 -0.076  -0.0341
C -0.879 -0.059 -0.058  -0.2256
C -0.668 1.276 0.612  -0.2689
C 1.617 -1.989 0.774  -0.7849
C 0.297 -0.649 -0.841  -0.2784
H -1.084 1.251 1.619  0.0937
H -0.044 -1.617 -1.175  0.0925
H 2.344 -0.558 -0.515  0.0936
H 0.388 1.507 0.609  0.0961
H 0.419 0.033 -1.696  0.1076
H -1.802 -0.097 -0.659  0.1000
H -0.744 2.806 -0.791  0.0375
H -2.150 2.038 -0.562  0.0343
H -1.168 -0.795 0.681  0.0941

- Among the records above, which one has the highest strongest force on any atom?
  C3H2FHgO2